{
  "formula": "C22H32GdI2NO3P2",
  "method": "the ωB97M-V functional and the def2-TZVPD basis",
  "spin_multiplicity": 8,
  "gap_ev": [7.78, 4.03],
  "energy_ev": -86564.3408,
  "e_above_lowest_kcal_mol": 0.0,
  "total_charge": 2,
  "s2": 16.118,
  "elements": ["I", "I", "Gd", "P", "C", "C", "H", "H", "H", "H", "H", "H", "C", "H", "H", "H", "P", "C", "C", "H", "H", "H", "C", "H", "H", "H", "H", "H", "H", "C", "O", "C", "C", "C", "C", "C", "C", "N", "C", "C", "C", "C", "C", "C", "C", "O", "O", "C", "C", "H", "H", "H", "H", "H", "H", "H", "H", "H", "H", "H", "H", "H", "H"],
  "positions_angstrom": [[0.94534, 0.78272, -3.76300], [-3.00683, -3.09898, -1.34406], [-0.93403, -0.91132, -1.92329], [-2.13959, 1.65789, -2.08586], [-1.70515, 2.77529, -0.71095], [-2.16079, 2.68099, -3.59944], [-2.95922, 3.44066, -3.58866], [-4.58048, 1.85868, -1.84489], [-2.29495, 1.99205, -4.45126], [-4.07527, 0.27582, -2.55561], [-0.62989, 2.98529, -0.76608], [-1.16525, 3.14615, -3.70007], [-3.84898, 1.04119, -1.78927], [-2.27705, 3.71335, -0.72726], [-3.89332, 0.55037, -0.80085], [-1.87687, 2.29213, 0.25424], [0.81255, -2.85867, -3.08595], [2.22713, -3.22914, -1.98355], [-0.14141, -4.42485, -3.16143], [0.72048, -2.38686, -5.44172], [1.86472, -3.73509, -5.12681], [2.32799, -2.01848, -4.80113], [1.51385, -2.75271, -4.77389], [-1.06932, -4.19881, -3.71081], [0.40770, -5.23912, -3.65960], [2.74130, -4.15201, -2.28502], [1.85083, -3.33767, -0.95491], [-0.42571, -4.70093, -2.13533], [2.92975, -2.38556, -1.98810], [1.46369, -0.39544, -1.24915], [2.46801, -0.10988, -0.76835], [-0.95350, 3.97716, 3.28525], [0.18851, 3.33389, 2.53823], [0.80364, 4.00777, 1.47631], [1.86105, 3.42684, 0.77032], [2.28018, 2.15342, 1.11548], [1.57268, 1.42059, 2.07493], [1.99285, 0.09807, 2.25184], [1.29415, -1.08803, 2.42173], [2.01291, -2.21331, 2.88471], [1.41360, -3.45010, 3.04882], [0.06377, -3.58989, 2.74453], [-0.67135, -2.50425, 2.27633], [-0.08895, -1.24427, 2.15586], [-0.92924, -0.21240, 1.42452], [-1.68755, 0.60464, 1.93323], [-0.85671, -0.33256, 0.11426], [0.60653, 2.03820, 2.88971], [0.07567, 1.35592, 4.10444], [-1.85835, 3.35002, 3.21610], [-0.71549, 4.11864, 4.35242], [-1.19455, 4.96630, 2.86589], [0.45411, 5.01647, 1.21014], [2.36128, 3.96324, -0.03303], [3.14181, 1.69247, 0.63027], [2.99794, -0.03514, 2.20277], [3.07715, -2.13059, 3.06610], [2.00207, -4.32138, 3.35933], [-0.39634, -4.56569, 2.81064], [-1.73266, -2.63740, 2.05438], [-0.97223, 1.07728, 3.96280], [0.64147, 0.45120, 4.33439], [0.12631, 2.01584, 4.97939]],
  "forces_ev_per_angstrom": [[-0.485, 0.418, -0.664], [0.689, 0.878, -0.218], [-0.902, -0.984, 0.616], [-0.639, 1.127, 0.042], [0.224, -0.085, 0.147], [0.064, -0.335, -0.151], [0.330, -0.290, 0.034], [0.205, -0.164, 0.009], [-0.056, 0.438, 0.208], [-0.102, 0.387, 0.316], [-0.221, 0.117, -0.069], [-0.475, -0.024, 0.025], [0.321, -0.393, -0.112], [0.104, -0.235, -0.269], [0.010, 0.251, -0.360], [-0.059, -0.180, -0.139], [0.524, -1.274, -0.514], [-0.008, 0.104, 0.108], [-0.214, 0.242, 0.119], [0.242, -0.199, 0.070], [-0.081, 0.370, 0.194], [-0.071, -0.216, -0.019], [-0.158, 0.276, -0.062], [0.291, -0.300, 0.176], [-0.055, 0.364, 0.198], [-0.137, 0.265, 0.062], [0.110, -0.092, -0.248], [0.053, -0.048, -0.415], [-0.037, -0.368, -0.105], [2.919, 0.441, 2.168], [-2.398, -0.796, -1.374], [-0.091, 0.201, 0.089], [-0.084, 0.180, -0.087], [-0.347, -0.003, 0.136], [0.355, -0.367, 0.126], [0.316, 0.495, -0.636], [0.210, -0.087, 0.315], [-0.123, -0.517, 0.177], [-0.245, 0.327, 0.407], [0.337, -0.434, -0.149], [0.387, 0.173, -0.127], [-0.025, -0.090, -0.156], [-0.175, 0.372, 0.505], [-0.304, -0.024, -0.660], [-1.483, 1.199, -0.091], [1.033, -1.286, -0.300], [0.453, -0.100, 0.234], [-0.376, 0.019, -0.150], [-0.147, -0.049, 0.397], [0.324, 0.163, 0.102], [-0.114, -0.094, -0.359], [0.138, -0.375, 0.150], [0.205, -0.524, 0.162], [-0.046, -0.045, 0.246], [-0.319, 0.213, 0.026], [-0.002, 0.016, -0.122], [0.038, 0.163, 0.114], [-0.240, 0.506, -0.035], [-0.115, 0.020, 0.087], [0.355, 0.117, -0.122], [0.148, 0.070, 0.085], [-0.109, 0.142, 0.094], [0.055, -0.074, -0.229]],
  "mulliken_spin": [0.6654, 0.0437, 4.7725, 0.2102, 0.0024, -0.0010, 0.0010, 0.0124, 0.0026, 0.0003, -0.0014, 0.0057, 0.0320, 0.0128, 0.0012, -0.0068, 0.0949, -0.0010, 0.0085, 0.0019, 0.0007, -0.0047, 0.0119, 0.0003, 0.0040, 0.0034, 0.0020, 0.0004, -0.0011, 0.0591, -0.0086, 0.0004, -0.0359, 0.1269, -0.0289, 0.0940, 0.0337, 0.4086, 0.0778, 0.0997, -0.0474, 0.1531, -0.0451, 0.0864, -0.0198, 0.0109, 0.1011, 0.0746, 0.0071, -0.0012, -0.0015, -0.0010, -0.0009, 0.0002, -0.0010, -0.0246, -0.0028, 0.0014, 0.0038, 0.0013, 0.0039, -0.0013, 0.0023]
}